1.
Below is a 13-piece molecular cluster, C6H36NO12 overall, with properties calculated with ωB97M-V/def2-TZVPD.

## Properties
* frontier orbital gap: 9.175 eV
* total charge: +1
* HOMO level: -11.66 eV
* E_LUMO: -2.5 eV

Each line ends with the natural charge from an NBO analysis.
Positions of all 55 atoms, in Å:
1 C -0.775 4.184 -0.159  -0.6237
2 C 0.395 3.281 0.184  -0.3832
3 C 0.324 2.013 -0.750  -0.4741
4 C -0.933 1.254 -0.527  -0.1376
5 C -1.238 0.108 -1.154  -0.0404
6 N -2.190 -0.710 -0.480  -0.4173
7 C -2.466 -1.901 -0.815  0.0998
8 H -0.909 4.873 0.678  0.2229
9 H -1.714 3.630 -0.181  0.1985
10 H -0.726 4.531 -1.193  0.2185
11 H 0.404 3.016 1.238  0.2091
12 H 1.407 3.598 -0.091  0.2011
13 H 1.161 1.304 -0.598  0.2293
14 H 0.662 2.252 -1.762  0.2421
15 H -1.784 1.524 0.084  0.2188
16 H -0.465 -0.374 -1.741  0.2168
17 H -2.751 -0.219 0.248  0.4775
18 H -1.824 -2.386 -1.536  0.2163
19 H -3.295 -2.401 -0.346  0.2278
20 H 1.799 -0.826 -0.459  0.5142
21 H 2.518 -1.714 -1.506  0.4793
22 O 1.667 -1.309 -1.310  -1.0030
23 H 3.627 3.156 2.168  0.4814
24 H 3.265 2.087 1.192  0.4785
25 O 2.987 2.445 2.048  -0.9626
26 H -3.402 -0.327 2.478  0.5089
27 H -4.507 -1.240 1.872  0.4868
28 O -3.839 -0.585 1.659  -0.9671
29 H -3.157 -0.139 -3.731  0.4767
30 H -2.911 1.166 -3.193  0.4812
31 O -2.904 0.250 -2.876  -0.9371
32 H 1.111 -1.375 1.497  0.4767
33 H 0.973 -0.413 2.635  0.4653
34 O 0.496 -0.730 1.860  -0.9382
35 H 3.716 -0.063 0.390  0.5101
36 H 2.666 0.274 1.599  0.5069
37 O 2.905 -0.286 0.859  -0.9991
38 H 3.732 2.329 -0.872  0.4970
39 H 4.298 1.054 -1.305  0.4983
40 O 4.077 1.514 -0.482  -0.9788
41 H 0.490 -3.531 -1.939  0.4753
42 H 0.639 -2.803 -0.591  0.4948
43 O 0.240 -3.589 -1.012  -0.9788
44 H 2.053 0.738 -3.372  0.4880
45 H 3.128 1.696 -3.974  0.4856
46 O 2.645 1.469 -3.175  -0.9693
47 H -1.162 0.985 2.804  0.4890
48 H -2.015 2.249 2.511  0.4850
49 O -1.940 1.305 2.336  -0.9616
50 H -1.036 -3.262 1.389  0.4988
51 H -2.312 -3.481 2.319  0.4771
52 O -1.879 -2.890 1.702  -0.9947
53 H -0.461 -4.940 0.619  0.5161
54 H 0.988 -4.672 1.443  0.5051
55 O 0.044 -4.592 1.353  -0.9883

2.
Below is C32H85N3O20Pd as an isolated structure, with properties calculated with ωB97M-V/def2-TZVPD.

## Properties
* frontier orbital gap (spin up / spin down): 8.570 / 8.650 eV
* 2S+1: 3
* HOMO level (spin up / spin down): -8.30 / -8.77 eV
* E_LUMO (spin up / spin down): 0.3 / -0.1 eV

Each line ends with the Mulliken spin population.
Positions of all 141 atoms, in Å:
1 Pd 1.734 -27.043 -3.699  1.5153
2 O 1.085 -27.026 -5.633  0.1385
3 C 1.195 -25.766 -6.201  -0.0086
4 C 2.269 -24.919 -5.469  -0.0386
5 O 2.161 -24.946 -4.004  0.1461
6 H 0.251 -25.179 -6.122  0.0051
7 H 1.490 -25.917 -7.245  0.0056
8 H 2.166 -23.874 -5.699  -0.0034
9 H 3.213 -25.480 -5.731  0.0032
10 C 3.725 -36.214 0.477  0.0000
11 O 3.004 -36.781 -0.645  0.0000
12 C 3.428 -36.473 -1.901  0.0000
13 C 2.841 -35.183 -2.410  0.0000
14 N 3.144 -34.094 -1.422  0.0001
15 C 4.308 -33.389 -1.879  0.0006
16 C 5.003 -32.546 -0.827  -0.0005
17 O 4.245 -31.356 -0.740  0.0002
18 C 4.845 -30.293 -0.018  -0.0001
19 H 3.051 -36.266 1.350  0.0000
20 H 4.003 -35.265 0.195  0.0000
21 H 4.651 -36.797 0.758  0.0000
22 H 2.994 -37.166 -2.612  0.0000
23 H 4.552 -36.564 -1.994  0.0000
24 H 1.753 -35.389 -2.401  0.0000
25 H 3.202 -34.928 -3.420  0.0000
26 H 2.350 -33.481 -1.305  0.0000
27 H 4.015 -32.752 -2.711  0.0007
28 H 5.021 -34.184 -2.251  0.0000
29 H 6.036 -32.361 -1.157  0.0001
30 H 4.968 -33.131 0.111  0.0001
31 H 5.085 -30.547 1.028  0.0000
32 H 4.274 -29.362 0.041  0.0009
33 H 5.725 -30.068 -0.542  0.0000
34 C -6.268 -21.971 1.046  0.0000
35 O -5.692 -22.829 0.089  0.0000
36 C -5.055 -23.900 0.699  -0.0001
37 C -4.376 -24.804 -0.290  0.0000
38 N -3.203 -24.154 -0.881  -0.0004
39 C -3.488 -23.256 -2.001  -0.0002
40 C -2.195 -23.265 -2.936  -0.0005
41 O -1.777 -24.557 -3.354  -0.0035
42 C -2.527 -25.179 -4.413  0.0000
43 H -5.491 -21.710 1.787  0.0000
44 H -7.092 -22.472 1.513  0.0000
45 H -6.625 -21.046 0.549  0.0000
46 H -5.752 -24.400 1.367  0.0000
47 H -4.218 -23.518 1.392  0.0000
48 H -5.175 -25.044 -1.047  0.0000
49 H -3.984 -25.776 0.141  0.0000
50 H -2.562 -24.862 -1.240  0.0013
51 H -3.679 -22.243 -1.697  0.0000
52 H -4.439 -23.563 -2.483  0.0000
53 H -1.308 -22.924 -2.370  0.0002
54 H -2.228 -22.634 -3.804  -0.0001
55 H -2.404 -26.234 -4.309  -0.0001
56 H -2.105 -24.831 -5.339  0.0001
57 H -3.551 -24.918 -4.322  0.0000
58 C -0.354 -29.679 -3.035  0.0005
59 O 1.034 -29.237 -3.065  0.0542
60 C 1.918 -30.231 -3.458  0.0015
61 C 3.373 -29.690 -3.437  -0.0065
62 N 3.492 -28.452 -4.141  0.1181
63 C 4.891 -27.867 -3.904  -0.0335
64 C 5.980 -28.521 -4.731  0.0032
65 O 5.714 -28.286 -6.120  -0.0003
66 C 6.489 -27.221 -6.671  0.0003
67 H -0.467 -30.418 -2.217  0.0010
68 H -0.585 -30.245 -3.964  -0.0002
69 H -1.021 -28.850 -2.872  0.0008
70 H 1.703 -30.453 -4.505  -0.0015
71 H 1.745 -31.156 -2.860  0.0044
72 H 3.989 -30.536 -3.872  0.0042
73 H 3.660 -29.491 -2.435  -0.0063
74 H 3.505 -28.688 -5.169  0.0049
75 H 5.104 -27.845 -2.831  -0.0048
76 H 4.745 -26.833 -4.213  0.0206
77 H 5.967 -29.614 -4.665  -0.0006
78 H 7.006 -28.077 -4.511  0.0008
79 H 6.272 -27.248 -7.735  0.0000
80 H 7.548 -27.398 -6.462  -0.0001
81 H 6.260 -26.211 -6.216  0.0000
82 C -1.256 -27.575 -8.469  -0.0007
83 C -1.290 -28.579 -7.390  0.0003
84 O -1.164 -27.852 -6.139  0.0010
85 O -2.362 -26.729 -8.373  0.0001
86 H -1.226 -28.116 -9.462  -0.0001
87 H -0.364 -27.002 -8.289  0.0001
88 H -0.487 -29.384 -7.424  0.0004
89 H -2.285 -29.156 -7.456  0.0001
90 H -0.207 -27.604 -5.878  -0.0152
91 H -2.262 -26.418 -7.481  -0.0002
92 C 3.202 -29.513 -8.935  0.0002
93 C 1.949 -29.152 -8.131  0.0026
94 O 2.166 -29.173 -6.738  -0.0037
95 O 4.347 -28.683 -8.639  0.0000
96 H 3.014 -29.384 -10.007  0.0000
97 H 3.443 -30.561 -8.702  0.0000
98 H 1.253 -29.995 -8.276  0.0000
99 H 1.466 -28.249 -8.461  -0.0010
100 H 1.893 -28.257 -6.350  -0.0071
101 H 4.500 -28.741 -7.671  0.0001
102 C 1.309 -21.446 -3.402  0.0001
103 C 1.585 -20.169 -4.149  0.0006
104 O 1.817 -20.211 -5.543  0.0000
105 O 2.477 -22.327 -3.439  0.0037
106 H 0.379 -21.862 -3.764  -0.0014
107 H 1.113 -21.023 -2.434  0.0001
108 H 2.387 -19.596 -3.626  0.0000
109 H 0.671 -19.575 -4.118  0.0001
110 H 2.583 -20.764 -5.630  0.0000
111 H 2.215 -23.278 -3.572  -0.0062
112 C 7.971 -27.340 -0.105  0.0000
113 C 7.516 -26.780 1.242  0.0000
114 O 6.571 -25.864 0.870  0.0000
115 O 6.904 -27.927 -0.850  0.0000
116 H 8.800 -28.032 -0.014  0.0000
117 H 8.316 -26.455 -0.677  0.0000
118 H 8.419 -26.356 1.729  0.0000
119 H 7.110 -27.509 1.922  0.0000
120 H 6.141 -25.419 1.635  0.0000
121 H 6.460 -27.254 -1.328  0.0003
122 C 5.093 -24.308 -2.208  -0.0005
123 C 6.259 -24.423 -3.156  0.0000
124 O 5.862 -24.575 -4.482  0.0002
125 O 4.146 -25.256 -2.500  0.0051
126 H 4.713 -23.280 -2.270  0.0005
127 H 5.366 -24.537 -1.150  0.0000
128 H 6.749 -25.341 -2.890  0.0000
129 H 6.961 -23.611 -2.954  0.0000
130 H 5.005 -24.167 -4.646  0.0011
131 H 3.448 -25.022 -3.223  -0.0042
132 C 0.495 -25.822 -1.286  0.0109
133 C 1.481 -26.884 -0.768  -0.0078
134 O 2.587 -27.262 -1.583  0.0621
135 O -0.139 -26.410 -2.421  0.0714
136 H 1.066 -24.966 -1.595  -0.0037
137 H -0.277 -25.591 -0.558  0.0009
138 H 0.908 -27.791 -0.554  -0.0002
139 H 1.921 -26.460 0.083  0.0006
140 H 3.234 -26.476 -1.640  -0.0144
141 H -0.618 -25.621 -2.772  -0.0191

3.
Below is a 2-piece molecular cluster, C20H18F3 overall, with properties calculated with ωB97M-V/def2-TZVPD.

## Properties
* frontier orbital gap: 5.134 eV
* total charge: +1
* HOMO level: -11.75 eV
* E_LUMO: -6.6 eV

Each line ends with the natural charge from an NBO analysis.
Positions of all 41 atoms, in Å:
1 F 2.951 3.674 1.931  -0.2999
2 C 2.831 2.301 1.905  0.4003
3 C 4.004 1.551 1.910  -0.2104
4 C 3.841 0.163 1.867  0.3901
5 F 4.970 -0.624 1.868  -0.2977
6 C 2.604 -0.450 1.825  -0.1556
7 C 1.399 0.331 1.795  -0.1533
8 C 0.174 -0.378 1.679  0.1802
9 C -1.181 0.046 1.781  -0.1664
10 C -2.190 -0.973 1.822  -0.0773
11 C -3.540 -0.667 1.876  -0.2121
12 C -3.974 0.668 1.913  -0.1392
13 C -2.997 1.656 1.890  0.3895
14 F -3.411 2.968 1.922  -0.3038
15 C -1.634 1.396 1.837  -0.1678
16 C 1.556 1.748 1.874  -0.1776
17 H 4.987 2.010 1.940  0.2808
18 H 2.521 -1.537 1.810  0.2496
19 H 0.305 -1.465 1.695  0.2316
20 H -1.860 -2.015 1.822  0.2339
21 H -4.276 -1.471 1.897  0.2527
22 H -5.030 0.924 1.955  0.2651
23 H -0.944 2.228 1.836  0.2310
24 H 0.703 2.412 1.910  0.2331
25 C -1.004 -1.768 -1.997  -0.3957
26 C 0.254 -2.226 -2.781  -0.4006
27 C 0.806 -0.912 -3.394  -0.2760
28 C -0.548 -0.229 -3.707  -0.3678
29 C -1.061 -0.236 -2.247  -0.2792
30 C 0.145 0.369 -1.556  -0.2319
31 C 1.258 -0.021 -2.246  -0.1588
32 H -1.894 -2.255 -2.416  0.2185
33 H -0.952 -2.025 -0.933  0.1834
34 H 0.977 -2.742 -2.142  0.2073
35 H -0.045 -2.922 -3.574  0.2208
36 H 1.499 -1.054 -4.229  0.2358
37 H -0.425 0.775 -4.110  0.2194
38 H -1.169 -0.815 -4.382  0.2089
39 H -2.033 0.223 -2.049  0.2228
40 H 0.080 1.092 -0.741  0.1980
41 H 2.300 0.251 -2.058  0.2184

4.
Below is a 8-piece molecular cluster, C33H44Cl23FN5O2S3 overall, with properties calculated with ωB97M-V/def2-TZVPD.

## Properties
* frontier orbital gap: 6.697 eV
* total charge: +1
* HOMO level: -10.59 eV
* E_LUMO: -3.9 eV

Each line ends with the Löwdin charge.
Positions of all 111 atoms, in Å:
1 C -0.907 -2.338 1.780  -0.0770
2 C -1.331 -1.117 2.537  -0.7077
3 Cl -2.229 -1.513 3.944  0.7482
4 C -1.094 0.158 2.196  -0.6203
5 Cl -1.814 1.359 3.216  0.7590
6 C -0.318 0.654 0.995  -0.3638
7 C -1.062 1.755 0.136  -0.1084
8 C -2.579 1.933 0.271  -0.1867
9 C -3.475 0.683 0.196  -0.2787
10 C -4.741 0.886 1.033  -0.4267
11 S -5.366 -0.764 1.506  0.9947
12 C -7.017 -0.756 0.963  -0.7194
13 N -7.569 -1.568 0.123  0.0561
14 N -8.900 -1.194 0.061  0.0545
15 C -9.042 -0.177 0.842  -0.1586
16 O -7.871 0.163 1.458  0.0312
17 N 0.329 -0.372 0.133  0.0007
18 C -0.094 -1.034 -1.122  -0.0237
19 C -1.449 -0.754 -1.705  -0.4952
20 O -2.360 -1.452 -1.512  0.1910
21 F -1.558 0.266 -2.528  0.1532
22 C 1.494 -0.785 0.579  -0.4786
23 C 2.421 -1.757 -0.034  -0.1203
24 C 3.070 -2.624 1.083  -0.1930
25 C 3.348 -4.044 0.567  -0.1636
26 C 2.141 -4.967 0.594  -0.1551
27 N 1.539 -5.109 1.903  -0.1087
28 C 0.240 -5.493 2.091  -0.1344
29 C -0.041 -5.564 3.430  -0.0852
30 C 1.164 -5.219 4.104  -0.0769
31 C 2.106 -4.949 3.144  -0.1053
32 S 1.965 -0.031 2.062  1.1286
33 C 1.002 1.449 1.409  -0.8325
34 S 1.042 2.616 2.769  0.8255
35 C 1.844 1.940 0.171  -0.2411
36 C 2.017 3.453 -0.032  -0.2597
37 C 3.339 4.026 0.542  -0.1911
38 C 3.139 5.214 1.500  -0.3068
39 N 4.010 5.053 2.686  0.0008
40 H -1.380 -3.207 2.215  0.0633
41 H -1.278 -2.301 0.761  0.0778
42 H 0.160 -2.538 1.825  0.0735
43 H -0.830 1.605 -0.912  0.0889
44 H -0.636 2.725 0.360  0.0959
45 H -2.854 2.496 1.151  0.0695
46 H -2.877 2.583 -0.552  0.1253
47 H -3.804 0.564 -0.827  0.0598
48 H -2.992 -0.232 0.514  0.0616
49 H -4.536 1.416 1.954  0.0560
50 H -5.492 1.429 0.469  0.0941
51 H -9.939 0.370 1.043  0.1302
52 H -0.087 -2.100 -0.956  0.0592
53 H 0.662 -0.831 -1.879  0.1549
54 H 1.961 -2.442 -0.736  0.1012
55 H 3.219 -1.172 -0.488  0.1491
56 H 2.409 -2.714 1.939  0.0736
57 H 4.019 -2.204 1.395  0.1194
58 H 3.675 -3.993 -0.471  0.1231
59 H 4.155 -4.514 1.117  0.1172
60 H 1.372 -4.697 -0.125  0.0645
61 H 2.487 -5.950 0.270  0.1307
62 H -0.455 -5.721 1.303  0.0958
63 H -0.976 -5.845 3.871  0.0976
64 H 1.311 -5.171 5.166  0.0949
65 H 3.131 -4.676 3.306  0.1170
66 H 0.129 3.538 2.432  -0.0775
67 H 2.841 1.538 0.287  0.0865
68 H 1.432 1.566 -0.762  0.0918
69 H 2.081 3.564 -1.112  -0.0176
70 H 1.155 4.045 0.262  0.0859
71 H 3.923 4.420 -0.283  0.0329
72 H 3.883 3.243 1.053  0.1036
73 H 2.103 5.257 1.836  0.0781
74 H 3.348 6.158 1.008  0.0512
75 H 4.283 5.960 3.040  0.0116
76 H 3.485 4.585 3.412  0.0448
77 C 4.708 3.106 -3.251  -1.5011
78 Cl 6.087 3.176 -2.161  0.5523
79 Cl 3.779 1.615 -2.982  0.5214
80 Cl 3.684 4.521 -3.045  0.5694
81 H 5.070 3.094 -4.270  0.0182
82 C -0.718 -5.897 -2.819  -1.5046
83 Cl -0.170 -4.241 -2.457  0.5595
84 Cl 0.039 -6.476 -4.289  0.5396
85 Cl -0.390 -6.967 -1.460  0.5702
86 H -1.789 -5.860 -2.974  0.0224
87 C 5.944 8.147 0.374  -1.5203
88 Cl 5.351 9.110 -0.977  0.5395
89 Cl 4.827 8.232 1.739  0.5753
90 Cl 6.209 6.473 -0.120  0.5435
91 H 6.893 8.557 0.692  0.0147
92 C -0.388 -5.909 -8.484  -1.5443
93 Cl -1.868 -5.427 -7.652  0.5164
94 Cl 0.562 -4.497 -8.940  0.5289
95 Cl 0.564 -7.007 -7.480  0.5009
96 H -0.665 -6.436 -9.387  0.0138
97 C -1.446 1.184 7.282  -1.5687
98 Cl -2.947 1.698 8.048  0.5378
99 Cl -0.496 2.581 6.764  0.5075
100 Cl -0.507 0.155 8.360  0.5350
101 H -1.698 0.607 6.401  -0.0263
102 C -0.427 4.940 -4.065  -1.5300
103 Cl 0.047 6.629 -3.929  0.5511
104 Cl 0.095 4.258 -5.602  0.5423
105 Cl 0.242 4.006 -2.714  0.5543
106 H -1.505 4.882 -4.015  0.0140
107 C -4.563 -0.680 -4.520  -1.5627
108 Cl -5.379 -0.356 -2.990  0.5523
109 Cl -5.154 -2.175 -5.239  0.5432
110 Cl -4.755 0.674 -5.634  0.5342
111 H -3.508 -0.799 -4.317  -0.0104

| no. | total energy (eV) |
| --- | --- |
| 1 | -32858.51928 |
| 2 | -83453.04824 |
| 3 | -29175.45659 |
| 4 | -369709.64593 |